Computed, not measured: a cluster of 3 separate species, C3H2N2O3 in total, with ωB97M-V/def2-TZVPD.

Calculated values
Max |F| = 4.057 eV/Å
Total energy = -450.644082 hartree
Frontier orbital gap = 9.250 eV
LUMO level = 0.6708 eV
E_HOMO = -8.58 eV
Net charge = 0
2S+1 = 1
Energy above the lowest of the compared OMol25 structures with the same formula, charge and spin = 4.3319 eV

CARTESIAN COORDINATES (ANGSTROEM)
C 1.808 -0.026 -0.637
C 0.944 1.010 1.269
C -2.245 0.742 0.681
N 0.286 -1.708 -1.219
N 1.094 -0.862 -1.014
O -1.864 0.668 -0.382
O 0.262 0.372 1.924
O -2.600 0.722 1.749
H 2.809 0.503 -0.616
H -0.494 -1.420 -1.756

Forces on atoms 1 to 2 (eV/Å):
C 3.1 1.3 0.2
C -0.8 0.1 1.4